#a
Density functional theory data (ωB97M-V with the def2-TZVPD basis set) for 15 unconnected molecules or ions with the total composition C19H68N10O15.

Each atom is followed by the atoms it is bonded to, with distances in Å.
Atoms and positions in Å:
1 C -4.1692 -0.0534 4.4788  C2 1.509, H4 1.096, H5 1.107, H6 1.098
2 C -3.5282 0.6966 3.3368  C1 1.509, O3 1.410, H7 1.067, H8 1.050
3 O -2.4692 -0.1004 2.8568  C2 1.410, H9 0.956
4 H -4.8612 0.6036 5.0178  C1 1.096
5 H -3.3712 -0.3844 5.1708  C1 1.107
6 H -4.7172 -0.9184 4.0818  C1 1.098
7 H -3.1542 1.6326 3.6868  C2 1.067
8 H -4.1712 0.9346 2.5418  C2 1.050
9 H -1.7162 -0.0024 3.4378  O3 0.956
10 C 2.9908 -3.7454 -3.2432  C11 1.527, H13 1.095, H14 1.124, H15 1.138
11 C 1.6668 -4.0004 -3.9592  C10 1.527, O12 1.382, H16 1.098, H17 1.051
12 O 0.6888 -3.0794 -3.6332  C11 1.382, H18 0.945
13 H 2.7798 -3.3634 -2.2392  C10 1.095
14 H 3.5698 -3.0654 -3.9262  C10 1.124
15 H 3.6698 -4.6584 -3.2132  C10 1.138
16 H 1.2798 -4.9774 -3.6422  C11 1.098
17 H 1.7968 -4.0254 -5.0022  C11 1.051
18 H 0.3538 -3.1674 -2.7542  O12 0.945
19 C 3.5888 3.6776 -0.6182  C20 1.527, H22 1.110, H23 1.065, H24 1.093
20 C 2.7948 2.3926 -0.8402  C19 1.527, O21 1.371, H25 1.098, H26 1.100
21 O 1.7698 2.3506 0.0688  C20 1.371, H27 0.963
22 H 4.2158 3.6856 0.2978  C19 1.110
23 H 2.9298 4.5136 -0.6252  C19 1.065
24 H 4.3568 3.7886 -1.3882  C19 1.093
25 H 3.4228 1.5396 -0.5502  C20 1.098
26 H 2.3738 2.2046 -1.8392  C20 1.100
27 H 1.6128 1.4376 0.3328  O21 0.963
28 C -0.2272 -0.0404 -1.1472  C29 1.500, H31 1.104, H32 1.157, H33 1.082
29 C -0.4422 0.0206 0.3358  C28 1.500, O30 1.385, H34 1.122, H35 1.105
30 O 0.7588 -0.3254 0.9328  C29 1.385, H36 0.961
31 H 0.5178 -0.8204 -1.3832  C28 1.104
32 H 0.2268 1.0166 -1.2692  C28 1.157
33 H -1.0852 -0.0554 -1.8062  C28 1.082
34 H -1.2862 -0.6844 0.5608  C29 1.122
35 H -0.8332 0.9996 0.6678  C29 1.105
36 H 0.5528 -0.9074 1.6688  O30 0.961
37 C -1.7112 3.8146 -2.4812  O38 1.366, N39 1.282, N40 1.302
38 O -0.8352 2.9136 -3.0162  C37 1.366
39 N -1.6652 4.0966 -1.2312  C37 1.282, H41 1.013, H42 1.015
40 N -2.8072 4.2036 -3.0662  C37 1.302, H43 1.060, H44 1.000
41 H -0.7882 4.0496 -0.7262  N39 1.013
42 H -2.3902 4.6406 -0.7752  N39 1.015
43 H -2.9242 3.7146 -3.9992  N40 1.060
44 H -3.6482 4.6626 -2.7802  N40 1.000
45 C -2.3272 -0.1764 -4.1622  O46 1.447, N47 1.282, N48 1.261
46 O -2.3392 -1.4404 -4.8662  C45 1.447
47 N -3.1402 0.1986 -3.2452  C45 1.282, H49 1.055, H50 1.072
48 N -1.5722 0.7726 -4.5062  C45 1.261, H51 1.062, H52 1.061
49 H -3.8972 -0.4614 -2.9212  N47 1.055
50 H -2.9892 0.9696 -2.5152  N47 1.072
51 H -1.0342 0.5966 -5.4052  N48 1.062
52 H -1.1282 1.3506 -3.7352  N48 1.061
53 C -0.9752 -2.9904 2.0338  O54 1.369, N55 1.300, N56 1.327
54 O -0.0352 -2.2314 2.6768  C53 1.369
55 N -2.2412 -2.7004 2.0868  C53 1.300, H57 1.069, H58 1.032
56 N -0.6072 -4.0264 1.2898  C53 1.327, H59 1.054, H60 1.066
57 H -2.4022 -1.7514 2.5528  N55 1.069
58 H -2.9982 -3.2724 1.6818  N55 1.032
59 H 0.3648 -4.3784 1.4958  N56 1.054
60 H -1.3322 -4.7954 1.1528  N56 1.066
61 C 2.4558 -2.1674 4.7788  O62 1.432, N63 1.299, N64 1.264
62 O 1.9748 -3.0504 5.7978  C61 1.432
63 N 2.8388 -2.6074 3.6178  C61 1.299, H65 1.050, H66 1.001
64 N 2.6138 -0.9214 4.9218  C61 1.264, H67 1.013, H68 1.054
65 H 2.4288 -3.5194 3.2988  N63 1.050
66 H 2.8218 -1.8944 2.9148  N63 1.001
67 H 2.2548 -0.5884 5.8088  N64 1.013
68 H 2.8688 -0.2274 4.1708  N64 1.054
69 C 2.6388 -0.0144 -3.7232  O70 1.405, N71 1.323, N72 1.297
70 O 3.2398 -0.6444 -2.6202  C69 1.405
71 N 1.7328 -0.6404 -4.4572  C69 1.323, H73 1.053, H74 0.990
72 N 3.0568 1.1326 -4.1612  C69 1.297, H75 1.014, H76 1.033
73 H 1.2948 -1.4924 -4.0212  N71 1.053
74 H 1.1168 -0.1374 -5.0472  N71 0.990
75 H 3.7748 1.5366 -3.5702  N72 1.014
76 H 2.6798 1.6286 -4.9852  N72 1.033
77 C -1.9742 -3.0744 -1.6202  O78 1.411, H79 1.086, H80 1.070, H81 1.055
78 O -0.7562 -3.7314 -1.3442  C77 1.411, H82 1.002
79 H -2.2682 -2.3434 -0.8732  C77 1.086
80 H -2.7842 -3.7734 -1.5892  C77 1.070
81 H -1.9142 -2.6264 -2.5732  C77 1.055
82 H -0.6492 -3.7014 -0.3482  O78 1.002
83 C 3.7558 -2.9624 0.3138  O84 1.426, H85 1.068, H86 1.063, H87 1.101
84 O 2.3678 -3.1694 0.5668  C83 1.426, H88 0.927
85 H 4.3218 -2.3404 0.9728  C83 1.068
86 H 3.8838 -2.5794 -0.6692  C83 1.063
87 H 4.2718 -3.9344 0.2938  C83 1.101
88 H 1.8978 -2.5014 0.1278  O84 0.927
89 C 4.0418 0.2346 1.7178  O90 1.375, H91 1.046, H92 1.109, H93 1.055
90 O 3.3058 0.6836 2.7888  C89 1.375, H94 0.983
91 H 4.6628 -0.5234 2.0848  C89 1.046
92 H 4.6138 1.0676 1.2598  C89 1.109
93 H 3.4098 -0.2224 1.0068  C89 1.055
94 H 3.0808 1.6226 2.6028  O90 0.983
95 C -4.0502 2.0466 -0.5332  O96 1.400, H97 1.109, H98 1.118, H99 1.111
96 O -2.7302 1.6926 -0.8392  C95 1.400, H100 1.004
97 H -4.3272 2.0696 0.5408  C95 1.109
98 H -4.7852 1.4036 -1.0772  C95 1.118
99 H -4.2152 3.0276 -1.0272  C95 1.111
100 H -2.3002 2.5956 -0.9272  O96 1.004
101 C -0.0502 1.5836 3.9348  O102 1.423, H103 1.069, H104 1.094, H105 1.097
102 O -0.2582 0.2796 4.4638  C101 1.423, H106 0.933
103 H -0.9102 2.1966 4.0998  C101 1.069
104 H 0.2688 1.4876 2.8928  C101 1.094
105 H 0.7588 2.1906 4.3598  C101 1.097
106 H 0.5328 -0.2114 4.5208  O102 0.933
107 C -3.0072 4.0686 1.8738  O108 1.444, H109 1.102, H110 1.069, H111 1.069
108 O -3.2172 5.1736 0.9688  C107 1.444, H112 0.960
109 H -2.2352 3.4386 1.4038  C107 1.102
110 H -3.8352 3.4036 1.9978  C107 1.069
111 H -2.6742 4.3866 2.8388  C107 1.069
112 H -2.4832 5.7686 1.1368  O108 0.960

Calculated values
net charge = 0
orbital gap = 7.904 eV
E_HOMO = -8.24 eV

---

#b
Density functional theory data (ωB97M-V with the def2-TZVPD basis set) for 15 unconnected molecules or ions with the total composition C19H68N10O15.

Each atom is followed by the atoms it is bonded to, with distances in Å.
Atoms and positions in Å:
1 C -7.2130 -19.7700 4.3010  C2 1.619, H4 1.059, H5 1.062, H6 0.998
2 C -6.5530 -20.9870 3.4620  C1 1.619, O3 1.430, H7 1.053, H8 1.074
3 O -5.8610 -21.8650 4.3530  C2 1.430, H9 0.942
4 H -6.6360 -19.6480 5.1800  C1 1.059
5 H -8.2310 -19.9590 4.5370  C1 1.062
6 H -7.3300 -18.9260 3.7810  C1 0.998
7 H -5.8340 -20.6010 2.7960  C2 1.053
8 H -7.3180 -21.5140 2.9230  C2 1.074
9 H -5.4050 -22.4330 3.7560  O3 0.942
10 C -14.2480 -23.8650 -1.4160  C11 1.582, H13 1.092, H14 1.111, H15 1.111
11 C -13.2620 -24.8490 -2.1650  C10 1.582, O12 1.385, H16 1.096, H17 1.065
12 O -14.0150 -25.3750 -3.2020  C11 1.385, H18 1.014
13 H -14.7610 -23.0370 -1.9090  C10 1.092
14 H -13.7050 -23.2090 -0.7030  C10 1.111
15 H -15.1510 -24.3530 -0.9900  C10 1.111
16 H -13.0150 -25.5550 -1.3640  C11 1.096
17 H -12.4300 -24.2590 -2.4730  C11 1.065
18 H -14.0340 -24.7580 -4.0060  O12 1.014
19 C -12.1870 -19.7160 -0.9260  C20 1.508, H22 1.046, H23 1.036, H24 1.135
20 C -13.4270 -20.5470 -0.7130  C19 1.508, O21 1.350, H25 1.081, H26 1.105
21 O -14.5140 -19.8210 -1.0490  C20 1.350, H27 0.949
22 H -12.0210 -18.8950 -0.3000  C19 1.046
23 H -12.0420 -19.4760 -1.9230  C19 1.036
24 H -11.3020 -20.3600 -0.6250  C19 1.135
25 H -13.5020 -20.9000 0.3060  C20 1.081
26 H -13.4650 -21.4160 -1.3950  C20 1.105
27 H -15.2120 -20.4360 -1.2360  O21 0.949
28 C -13.9830 -24.4010 5.9330  C29 1.436, H31 1.131, H32 1.075, H33 1.090
29 C -14.7410 -23.8550 4.8430  C28 1.436, O30 1.382, H34 1.098, H35 1.091
30 O -15.8470 -23.0740 5.1210  C29 1.382, H36 0.976
31 H -13.4950 -23.5250 6.4560  C28 1.131
32 H -13.2860 -25.1290 5.5580  C28 1.075
33 H -14.4840 -25.0160 6.6800  C28 1.090
34 H -15.0600 -24.7060 4.2270  C29 1.098
35 H -14.0500 -23.2420 4.2630  C29 1.091
36 H -16.6410 -23.6220 4.9720  O30 0.976
37 C -11.1750 -21.4150 2.0100  O38 1.387, N39 1.288, N40 1.317
38 O -11.5400 -20.1070 2.2910  C37 1.387
39 N -12.0700 -22.3400 1.9770  C37 1.288, H41 1.001, H42 1.069
40 N -9.9330 -21.8140 1.8320  C37 1.317, H43 1.035, H44 1.014
41 H -13.0150 -22.1450 2.2450  N39 1.001
42 H -11.8130 -23.3110 1.6100  N39 1.069
43 H -9.2530 -21.0700 1.5990  N40 1.035
44 H -9.7090 -22.8030 1.8040  N40 1.014
45 C -10.0380 -23.1380 5.4490  O46 1.336, N47 1.261, N48 1.261
46 O -11.1130 -23.6750 4.8660  C45 1.336
47 N -9.5940 -23.4330 6.5920  C45 1.261, H49 1.066, H50 1.002
48 N -9.1990 -22.5270 4.7320  C45 1.261, H51 0.963, H52 1.005
49 H -10.2710 -24.0360 7.1520  N47 1.066
50 H -8.6900 -23.2450 6.9810  N47 1.002
51 H -9.4300 -22.4200 3.8030  N48 0.963
52 H -8.3060 -22.0850 4.8640  N48 1.005
53 C -12.6510 -25.3790 1.7760  O54 1.363, N55 1.290, N56 1.295
54 O -11.7640 -24.8370 0.8950  C53 1.363
55 N -12.6290 -25.2200 3.0560  C53 1.290, H57 1.011, H58 0.991
56 N -13.5120 -26.2880 1.4470  C53 1.295, H59 1.002, H60 0.967
57 H -11.8930 -24.7230 3.5400  N55 1.011
58 H -13.4560 -25.4360 3.5580  N55 0.991
59 H -13.6050 -26.6940 0.5360  N56 1.002
60 H -13.9340 -26.7780 2.1660  N56 0.967
61 C -11.5680 -16.8870 1.4810  O62 1.384, N63 1.259, N64 1.319
62 O -10.2630 -17.1940 1.1390  C61 1.384
63 N -11.9880 -15.7390 1.1780  C61 1.259, H65 1.018, H66 1.004
64 N -12.4290 -17.6860 2.0800  C61 1.319, H67 1.020, H68 1.053
65 H -11.2990 -15.2850 0.5810  N63 1.018
66 H -12.9660 -15.5120 1.1810  N63 1.004
67 H -12.2730 -18.6910 1.9980  N64 1.020
68 H -12.9830 -17.4060 2.9300  N64 1.053
69 C -15.9880 -23.8430 1.6980  O70 1.392, N71 1.307, N72 1.319
70 O -14.7450 -23.2200 1.7700  C69 1.392
71 N -17.1520 -23.3120 1.9660  C69 1.307, H73 1.015, H74 1.088
72 N -16.0680 -25.0690 1.2170  C69 1.319, H75 1.041, H76 1.013
73 H -17.2220 -22.3550 2.2980  N71 1.015
74 H -18.0610 -23.7380 1.5460  N71 1.088
75 H -15.1040 -25.4580 1.1600  N72 1.041
76 H -16.6480 -25.2160 0.3990  N72 1.013
77 C -8.6720 -24.9140 1.3630  O78 1.437, H79 1.091, H80 1.115, H81 1.089
78 O -8.4200 -23.9250 2.3750  C77 1.437, H82 0.975
79 H -7.7000 -25.3140 1.0700  C77 1.091
80 H -9.1160 -24.3380 0.5180  C77 1.115
81 H -9.2190 -25.8340 1.5630  C77 1.089
82 H -7.4910 -24.1140 2.6010  O78 0.975
83 C -10.0900 -17.9720 4.5240  O84 1.433, H85 1.095, H86 1.063, H87 1.062
84 O -10.9920 -17.6200 5.5800  C83 1.433, H88 0.958
85 H -9.9620 -17.1380 3.8260  C83 1.095
86 H -10.2980 -18.8500 3.9620  C83 1.063
87 H -9.1150 -18.0330 4.9410  C83 1.062
88 H -11.9060 -17.6030 5.2930  O84 0.958
89 C -12.6520 -20.6540 4.9810  O90 1.447, H91 1.091, H92 1.033, H93 1.117
90 O -13.0440 -20.1590 6.2830  C89 1.447, H94 0.962
91 H -13.2250 -20.1540 4.1990  C89 1.091
92 H -12.9960 -21.6210 4.8670  C89 1.033
93 H -11.5670 -20.6070 4.7210  C89 1.117
94 H -12.2790 -20.4120 6.8080  O90 0.962
95 C -8.4800 -19.6190 -0.1510  O96 1.438, H97 1.097, H98 1.079, H99 1.045
96 O -8.6560 -19.5950 1.2760  C95 1.438, H100 0.967
97 H -8.8860 -18.6890 -0.5680  C95 1.097
98 H -9.1250 -20.4150 -0.4880  C95 1.079
99 H -7.4780 -19.6610 -0.4430  C95 1.045
100 H -9.3700 -18.9630 1.4390  O96 0.967
101 C -6.2130 -22.1740 0.0230  O102 1.428, H103 1.079, H104 1.110, H105 1.086
102 O -6.6780 -21.9580 -1.3100  C101 1.428, H106 0.943
103 H -5.3600 -22.8250 0.1370  C101 1.079
104 H -7.2090 -22.2950 0.4970  C101 1.110
105 H -5.7930 -21.2700 0.4530  C101 1.086
106 H -6.7040 -22.8510 -1.6110  O102 0.943
107 C -15.5860 -20.2160 2.2540  O108 1.443, H109 1.148, H110 1.124, H111 1.051
108 O -15.8290 -18.8120 2.4810  C107 1.443, H112 0.972
109 H -16.2960 -20.5550 1.4180  C107 1.148
110 H -15.6030 -20.9930 3.0660  C107 1.124
111 H -14.6270 -20.2230 1.8250  C107 1.051
112 H -15.6040 -18.3200 1.6740  O108 0.972

Calculated values
net charge = 0
orbital gap = 8.686 eV
E_HOMO = -8.57 eV

---

#c
Density functional theory data (ωB97M-V with the def2-TZVPD basis set) for 15 unconnected molecules or ions with the total composition C19H68N10O15.

Each atom is followed by the atoms it is bonded to, with distances in Å.
Atoms and positions in Å:
1 C -7.3520 -30.4720 -9.1360  C2 1.565, H4 1.075, H5 1.120, H6 1.060
2 C -8.1670 -31.4260 -8.2010  C1 1.565, O3 1.468, H7 1.037, H8 1.142
3 O -7.2440 -31.6810 -7.0880  C2 1.468, H9 0.898
4 H -6.4960 -30.9190 -9.6080  C1 1.075
5 H -6.8550 -29.6090 -8.6230  C1 1.120
6 H -7.9840 -30.0980 -9.9010  C1 1.060
7 H -8.5000 -32.2840 -8.6790  C2 1.037
8 H -9.0330 -30.8550 -7.7240  C2 1.142
9 H -7.7160 -31.4740 -6.3530  O3 0.898
10 C -5.4810 -24.8040 -5.3240  C11 1.575, H13 1.102, H14 1.042, H15 1.083
11 C -5.9320 -24.2000 -6.7070  C10 1.575, O12 1.437, H16 1.050, H17 1.061
12 O -5.0920 -23.0620 -6.9590  C11 1.437, H18 1.002
13 H -5.5680 -23.9870 -4.5890  C10 1.102
14 H -4.5430 -25.2550 -5.3650  C10 1.042
15 H -6.1960 -25.5490 -4.9980  C10 1.083
16 H -6.8440 -23.6810 -6.7380  C11 1.050
17 H -5.8810 -24.7830 -7.5920  C11 1.061
18 H -4.1370 -23.3590 -7.0210  O12 1.002
19 C -5.3800 -23.5570 -14.0900  C20 1.530, H22 1.076, H23 1.129, H24 1.053
20 C -4.7420 -22.5800 -13.1000  C19 1.530, O21 1.372, H25 1.029, H26 1.111
21 O -3.9590 -21.6770 -13.7740  C20 1.372, H27 1.010
22 H -6.0280 -22.9430 -14.6910  C19 1.076
23 H -5.8040 -24.4680 -13.5750  C19 1.129
24 H -4.6820 -24.0880 -14.6730  C19 1.053
25 H -4.1850 -23.0020 -12.3440  C20 1.029
26 H -5.5640 -22.1290 -12.5040  C20 1.111
27 H -3.1010 -22.1660 -13.9840  O21 1.010
28 C -10.2470 -22.9010 -9.0790  C29 1.472, H31 1.090, H32 1.074, H33 1.112
29 C -8.8660 -22.3930 -9.0620  C28 1.472, O30 1.386, H34 1.112, H35 1.106
30 O -8.7450 -21.6360 -10.2170  C29 1.386, H36 0.915
31 H -10.4060 -23.6090 -8.2660  C28 1.090
32 H -10.5490 -23.4040 -9.9780  C28 1.074
33 H -10.9320 -22.0260 -9.0420  C28 1.112
34 H -8.0310 -23.1270 -9.0530  C29 1.112
35 H -8.4960 -21.8300 -8.1850  C29 1.106
36 H -9.2200 -20.8590 -10.1320  O30 0.915
37 C -3.3490 -24.1220 -10.0550  O38 1.396, N39 1.316, N40 1.287
38 O -4.6750 -24.3840 -10.4030  C37 1.396
39 N -2.3960 -25.0290 -10.0680  C37 1.316, H41 1.069, H42 1.042
40 N -2.9440 -23.0180 -9.5320  C37 1.287, H43 1.078, H44 0.998
41 H -2.6150 -25.8900 -10.6630  N39 1.069
42 H -1.3580 -24.9350 -10.0460  N39 1.042
43 H -3.5890 -22.1760 -9.7250  N40 1.078
44 H -2.0230 -22.9240 -9.1580  N40 0.998
45 C -9.1750 -23.8310 -13.2200  O46 1.361, N47 1.313, N48 1.335
46 O -9.1320 -23.8280 -14.5800  C45 1.361
47 N -10.0440 -24.4660 -12.4680  C45 1.313, H49 1.059, H50 1.057
48 N -8.2370 -23.2150 -12.4960  C45 1.335, H51 1.017, H52 1.051
49 H -10.7530 -25.1400 -12.8730  N47 1.059
50 H -9.8000 -24.5790 -11.4460  N47 1.057
51 H -7.7080 -22.6370 -13.1450  N48 1.017
52 H -8.4870 -22.7770 -11.5740  N48 1.051
53 C -10.7260 -28.8700 -9.3240  O54 1.426, N55 1.336, N56 1.246
54 O -10.9210 -30.2820 -9.2970  C53 1.426
55 N -11.1210 -28.0340 -8.3600  C53 1.336, H57 1.081, H58 0.950
56 N -10.1630 -28.2280 -10.2320  C53 1.246, H59 1.045, H60 0.978
57 H -11.6880 -28.4290 -7.5290  N55 1.081
58 H -11.1450 -27.1000 -8.5340  N55 0.950
59 H -9.7810 -28.8270 -10.9990  N56 1.045
60 H -9.7900 -27.3270 -10.3080  N56 0.978
61 C -7.8820 -25.7530 -10.3610  O62 1.379, N63 1.291, N64 1.278
62 O -9.2370 -25.5140 -10.2670  C61 1.379
63 N -7.2650 -26.5960 -9.6020  C61 1.291, H65 0.996, H66 0.998
64 N -7.1230 -25.0680 -11.1270  C61 1.278, H67 1.083, H68 1.006
65 H -7.7100 -27.2030 -8.9490  N63 0.996
66 H -6.2950 -26.5310 -9.3750  N63 0.998
67 H -7.6090 -24.2800 -11.6880  N64 1.083
68 H -6.1420 -24.8970 -10.9840  N64 1.006
69 C -6.3270 -28.1920 -12.9120  O70 1.402, N71 1.303, N72 1.340
70 O -5.6060 -28.9510 -13.8450  C69 1.402
71 N -6.4750 -28.4360 -11.6410  C69 1.303, H73 1.046, H74 1.051
72 N -6.8990 -27.0190 -13.2170  C69 1.340, H75 1.017, H76 0.989
73 H -5.8090 -29.2070 -11.4040  N71 1.046
74 H -6.8240 -27.7770 -10.9000  N71 1.051
75 H -6.8410 -26.7060 -14.1830  N72 1.017
76 H -7.0790 -26.3140 -12.5470  N72 0.989
77 C -4.0430 -28.0210 -9.1020  O78 1.395, H79 1.102, H80 1.088, H81 1.090
78 O -4.5740 -26.8650 -8.5300  C77 1.395, H82 0.992
79 H -4.2780 -28.0910 -10.1760  C77 1.102
80 H -4.4160 -29.0090 -8.8390  C77 1.088
81 H -2.9600 -27.9610 -8.9900  C77 1.090
82 H -3.8410 -26.3330 -8.1260  O78 0.992
83 C -5.5870 -21.2030 -10.1050  O84 1.474, H85 1.067, H86 1.085, H87 1.051
84 O -4.2130 -20.7110 -10.3140  C83 1.474, H88 0.926
85 H -6.1460 -20.8370 -10.9370  C83 1.067
86 H -6.0650 -20.8040 -9.2160  C83 1.085
87 H -5.5810 -22.2540 -10.1050  C83 1.051
88 H -4.3040 -19.8420 -10.6200  O84 0.926
89 C -13.1500 -27.9880 -11.9500  O90 1.399, H91 1.116, H92 1.030, H93 1.106
90 O -12.4350 -26.8370 -11.6010  C89 1.399, H94 0.968
91 H -13.8320 -27.8860 -12.8280  C89 1.116
92 H -13.6790 -28.1320 -11.0780  C89 1.030
93 H -12.6130 -28.9480 -11.8350  C89 1.106
94 H -11.7020 -26.9940 -10.9880  O90 0.968
95 C -4.6740 -28.4150 -5.5690  O96 1.407, H97 1.106, H98 1.066, H99 1.099
96 O -5.8100 -28.9010 -6.2430  C95 1.407, H100 0.978
97 H -3.8350 -28.1640 -6.2440  C95 1.106
98 H -4.2780 -29.1770 -4.9370  C95 1.066
99 H -4.9230 -27.5150 -4.9890  C95 1.099
100 H -6.1700 -28.1960 -6.8170  O96 0.978
101 C -3.7380 -26.2550 -12.9080  O102 1.392, H103 1.107, H104 1.077, H105 1.135
102 O -2.7120 -26.9280 -12.2500  C101 1.392, H106 0.983
103 H -4.5230 -25.9650 -12.1840  C101 1.107
104 H -4.1180 -26.8040 -13.7530  C101 1.077
105 H -3.2740 -25.3010 -13.3110  C101 1.135
106 H -2.8100 -27.9060 -12.2320  O102 0.983
107 C -8.6880 -26.5730 -6.6410  O108 1.401, H109 1.054, H110 1.056, H111 1.100
108 O -8.5700 -27.8000 -7.3070  C107 1.401, H112 0.979
109 H -8.5720 -25.7860 -7.3330  C107 1.054
110 H -7.9060 -26.4830 -5.9370  C107 1.056
111 H -9.6330 -26.4250 -6.0980  C107 1.100
112 H -9.4480 -27.9920 -7.6960  O108 0.979

Calculated values
net charge = 0
orbital gap = 8.822 eV
E_HOMO = -9.10 eV

---

Bottom line: #a, by a margin of 30.0 kcal/mol.